Entry 1:
# C13H13N3O

One molecule with the formula C13H13N3O at a distorted geometry (ωB97M-V/def2-TZVPD, OMol25).

The structure (SMILES) is CCN1c2ccccc2Cc2c1nc[nH]c2=O. The LUMO energy is 0.6 eV. The calculation puts the HOMO-LUMO gap at 8.30 eV. Its HOMO energy is -7.68 eV. The molecular weight comes out at 227.27 g/mol. The calculated total energy is -742.70904 hartree.

Structure (XYZ):
```
30
Properties=species:S:1:pos:R:3:nbo_charge:R:1
C 1.446 -0.208 -2.605 -0.6196
C 0.242 -1.038 -2.142 -0.2058
N -0.176 -0.508 -0.788 -0.4417
C 0.415 -1.079 0.377 0.2411
C 0.993 -2.348 0.452 -0.2742
C 1.552 -2.862 1.638 -0.1991
C 1.584 -2.110 2.805 -0.2256
C 0.943 -0.877 2.796 -0.1824
C 0.358 -0.370 1.624 -0.0598
C -0.252 0.970 1.709 -0.4286
C -1.025 1.324 0.486 -0.2200
C -0.969 0.631 -0.673 0.4215
N -1.729 1.055 -1.766 -0.5222
C -2.401 2.204 -1.754 0.3029
N -2.304 3.036 -0.675 -0.5779
C -1.704 2.587 0.477 0.6249
O -1.829 3.352 1.430 -0.6496
H 1.799 -0.621 -3.589 0.2095
H 1.153 0.863 -2.818 0.2154
H 2.259 -0.275 -1.878 0.2141
H 0.534 -2.071 -2.063 0.2023
H -0.547 -0.980 -2.898 0.2291
H 1.074 -3.015 -0.384 0.2094
H 1.956 -3.850 1.610 0.2111
H 2.039 -2.562 3.702 0.2170
H 0.873 -0.292 3.678 0.2114
H -0.868 1.094 2.611 0.2379
H 0.527 1.714 1.789 0.2251
H -2.976 2.448 -2.638 0.2046
H -2.969 3.790 -0.511 0.4292
```

---

Entry 2:
# C2N3O

An isolated ion of composition C2N3O and charge -1 at a distorted geometry (ωB97M-V/def2-TZVPD, OMol25).

The LUMO energy is 4.1 eV. The net charge is -1. The calculation puts the HOMO-LUMO gap at 6.77 eV. Its HOMO energy is -2.68 eV. The molecular weight comes out at 82.04 g/mol. The calculated total energy is -315.59535 hartree.

Structure (XYZ):
```
6
Properties=species:S:1:pos:R:3:nbo_charge:R:1
C 1.841 0.039 -0.013 0.1629
C 0.538 -0.229 0.100 -0.1052
N 3.012 0.147 0.015 -0.4698
N -0.663 0.032 0.023 -0.0939
N -1.816 -0.206 -0.308 0.1063
O -2.913 0.217 0.183 -0.6003
```

---

Entry 3:
# C4H8FNOS

One molecule with the formula C4H8FNOS at a distorted geometry (ωB97M-V/def2-TZVPD, OMol25).

The structure (SMILES) is N[C@H]1[C@@H](F)[C@@]1(S)CO. The LUMO energy is 0.5 eV. The calculation puts the HOMO-LUMO gap at 9.04 eV. Its HOMO energy is -8.57 eV. The molecular weight comes out at 137.18 g/mol. The calculated total energy is -785.17869 hartree.

Structure (XYZ):
```
16
Properties=species:S:1:pos:R:3:nbo_charge:R:1
N 0.119 -0.159 1.878 -0.8215
C -0.864 -0.008 0.903 -0.0770
C -0.903 1.359 0.267 0.1877
F 0.014 2.248 0.788 -0.3438
C -0.435 0.215 -0.519 -0.2579
S -1.753 -0.265 -1.634 -0.0278
C 0.974 -0.149 -0.894 -0.0778
O 1.276 -1.451 -0.543 -0.7174
H 0.712 0.647 1.814 0.3662
H 0.618 -1.038 1.685 0.3779
H -1.778 -0.644 1.058 0.2106
H -1.876 1.747 -0.044 0.1948
H -1.078 -1.506 -1.640 0.1513
H 1.172 -0.027 -1.924 0.1797
H 1.516 0.619 -0.402 0.1735
H 2.285 -1.587 -0.793 0.4815
```

---

Entry 4:
# C5H11O18PV4

C5H11O18PV4 as an isolated structure at a distorted geometry (ωB97M-V/def2-TZVPD, OMol25).

The LUMO energy is -10.7 eV. The net charge is +2. The calculation puts the HOMO-LUMO gap at 5.18 eV. Its HOMO energy is -15.89 eV. The molecular weight comes out at 593.88 g/mol. The calculated total energy is -5668.14314 hartree.

Structure (XYZ):
```
39
Properties=species:S:1:pos:R:3:lowdin_charge:R:1
O -4.128 -4.693 -0.063 -0.1989
V -4.308 -3.140 -0.417 1.1521
O -5.044 -2.561 0.853 -0.2035
O -2.264 1.506 2.573 -0.2825
V -0.939 1.538 1.662 1.0253
O -0.008 2.759 2.280 -0.2311
O -0.948 -5.326 0.684 -0.2771
V -0.123 -3.990 1.254 1.1853
O 0.815 -3.573 0.042 -0.2239
O -5.766 1.502 -2.693 -0.1811
V -4.670 0.551 -1.969 1.2606
O -3.513 0.081 -2.982 -0.1969
O -1.635 -0.344 0.725 0.0928
C -2.329 -1.318 0.164 -0.6989
O -3.317 -1.120 -0.582 -0.0905
O -2.037 -2.511 0.449 0.0054
H -1.069 -1.106 0.874 0.0890
O 1.217 -1.239 4.277 0.1757
C 0.750 -1.132 3.021 -0.7351
O 0.629 0.010 2.615 0.0183
O 0.364 -2.091 2.329 -0.0616
H 1.121 -0.404 4.741 0.1415
C 0.843 2.833 -2.913 -0.1125
O 1.803 1.923 -2.396 -0.1999
P 1.693 1.522 -0.777 0.5908
O 0.353 1.234 -0.163 -0.3060
O 2.731 0.281 -0.670 -0.1929
C 2.245 -1.053 -0.549 -0.0943
O 2.578 2.692 -0.051 -0.2370
C 3.972 2.994 -0.293 -0.0342
H 0.124 2.301 -3.535 0.0861
H 1.301 3.486 -3.655 0.1004
H 0.351 3.472 -2.180 0.0895
H 2.695 -1.552 0.309 0.0992
H 2.565 -1.532 -1.475 0.1084
H 1.164 -1.109 -0.423 0.0502
H 4.262 2.142 -0.907 0.0826
H 4.464 3.032 0.679 0.1045
H 4.059 3.932 -0.842 0.1003
```

---

Entry 5:
# C3H5NO2

One molecule with the formula C3H5NO2 (ωB97M-V/def2-TZVPD, OMol25).

The structure (SMILES) is O=C1NC[C@@H]1O. The LUMO energy is 0.8 eV. The calculation puts the HOMO-LUMO gap at 10.54 eV. Its HOMO energy is -9.71 eV. The molecular weight comes out at 87.08 g/mol. The calculated total energy is -322.52902 hartree.

Structure (XYZ):
```
11
Properties=species:S:1:pos:R:3:nbo_charge:R:1
O -1.843 1.342 -0.470 -0.5837
C -0.810 0.798 -0.159 0.6494
N 0.431 1.263 0.176 -0.6151
C 1.061 -0.051 0.288 -0.2196
C -0.340 -0.661 0.089 0.0045
O -0.414 -1.600 -0.939 -0.6964
H 0.736 2.183 0.459 0.4068
H 1.551 -0.246 1.246 0.1921
H 1.727 -0.292 -0.547 0.2014
H -0.756 -1.032 1.041 0.1774
H -1.343 -1.703 -1.184 0.4831
```

---

Entry 6:
# C5H7I

A 2-piece molecular cluster, C5H7I overall at a distorted geometry (ωB97M-V/def2-TZVPD, OMol25).

The LUMO energy (spin up / spin down) is -2.1 / -2.1 eV. The calculation puts the HOMO-LUMO gap (spin up / spin down) at 5.77 / 5.74 eV. Its HOMO energy (spin up / spin down) is -7.90 / -7.89 eV. The molecular weight comes out at 194.02 g/mol. The calculated total energy is -492.12308 hartree.

Structure (XYZ):
```
13
Properties=species:S:1:pos:R:3:nbo_charge:R:1
C 0.821 2.616 2.061 -0.5602
C 0.684 1.640 1.363 -0.3406
C 0.620 -1.673 0.052 -0.7140
C -0.643 0.037 -1.446 -0.7813
C -0.555 -0.742 -0.207 0.2663
I -2.264 -0.558 1.059 0.3554
H 1.276 3.597 2.309 0.2184
H 0.542 -1.836 1.110 0.2603
H 0.395 -2.465 -0.553 0.2392
H 1.442 -1.150 -0.321 0.2603
H -1.585 0.631 -1.496 0.2602
H 0.254 0.453 -1.679 0.2683
H -0.987 -0.551 -2.252 0.2677
```